Computed, not measured: a 2-piece molecular cluster, C22H20F6NO overall, with the ωB97M-V functional and the def2-TZVPD basis.

Properties
Kohn-Sham gap ... 5.715 eV
Energy relative to the best compared isomer or geometry (same formula, charge and spin) ... 0.532 eV
Largest force on an atom ... 0.0509 Eh/bohr
Charge ... +1
HOMO ... -11.76 eV
Electronic energy ... -42974.35848 eV

Each atom is followed by the atoms it is bonded to, with distances in Å.
Element x y z (Å)
1 C 3.680 -2.363 2.661  C2 1.501, H10 1.093, H11 1.096, H12 1.093
2 C 2.403 -1.612 2.419  C1 1.501, N3 1.391, O9 1.226
3 N 1.326 -2.442 2.126  C2 1.391, C4 1.376, H13 1.019
4 C 0.033 -2.016 1.927  N3 1.376, C5 1.363, C8 1.523
5 C -0.464 -0.748 1.887  C4 1.363, C6 1.494, H14 1.089
6 C -1.957 -0.741 1.948  C5 1.494, C7 1.575, H15 1.110, H16 1.093
7 C -2.351 -2.251 1.736  C6 1.575, C8 1.549, H17 1.101, H18 1.103
8 C -1.047 -3.084 1.816  C4 1.523, C7 1.549, H19 1.106, H20 1.106
9 O 2.318 -0.390 2.459  C2 1.226
10 H 3.507 -3.427 2.840  C1 1.093
11 H 4.342 -2.252 1.794  C1 1.096
12 H 4.191 -1.935 3.528  C1 1.093
13 H 1.514 -3.442 2.194  N3 1.019
14 H 0.071 0.139 2.224  C5 1.089
15 H -2.297 -0.382 2.942  C6 1.110
16 H -2.419 -0.074 1.216  C6 1.093
17 H -3.062 -2.548 2.523  C7 1.101
18 H -2.849 -2.403 0.763  C7 1.103
19 H -0.928 -3.734 0.929  C8 1.106
20 H -1.038 -3.747 2.701  C8 1.106
21 F -0.836 6.884 -0.686  C22 1.364
22 C -0.902 6.158 0.468  F21 1.364, F23 1.377, F24 1.375, C25 1.508
23 F -0.094 6.794 1.384  C22 1.377
24 F -2.191 6.275 0.933  C22 1.375
25 C -0.534 4.709 0.269  C22 1.508, C26 1.391, C41 1.398
26 C -0.176 3.968 1.391  C25 1.391, C27 1.382, H42 1.100
27 C 0.135 2.630 1.241  C26 1.382, C28 1.434, H43 1.088
28 C 0.024 1.961 -0.024  C27 1.434, C29 1.442, C40 1.423
29 C 0.281 0.546 -0.123  C28 1.442, C30 1.437, H44 1.104
30 C 0.110 -0.238 -1.316  C29 1.437, C31 1.429, C39 1.427
31 C -0.836 0.069 -2.341  C30 1.429, C32 1.384, H45 1.088
32 C -0.880 -0.649 -3.523  C31 1.384, C33 1.392, H46 1.096
33 C -0.050 -1.756 -3.674  C32 1.392, C34 1.507, C38 1.395
34 C -0.101 -2.529 -4.967  C33 1.507, F35 1.372, F36 1.374, F37 1.374
35 F 0.922 -3.431 -5.111  C34 1.372
36 F -1.279 -3.228 -5.074  C34 1.374
37 F -0.043 -1.697 -6.059  C34 1.374
38 C 0.795 -2.196 -2.655  C33 1.395, C39 1.388, H47 1.091
39 C 0.877 -1.427 -1.502  C30 1.427, C38 1.388, H48 1.091
40 C -0.228 2.800 -1.145  C28 1.423, C41 1.396, H49 1.085
41 C -0.554 4.152 -1.013  C25 1.398, C40 1.396, H50 1.088
42 H -0.098 4.455 2.373  C26 1.100
43 H 0.522 2.074 2.093  C27 1.088
44 H 1.068 0.160 0.549  C29 1.104
45 H -1.528 0.899 -2.213  C31 1.088
46 H -1.508 -0.320 -4.360  C32 1.096
47 H 1.437 -3.067 -2.790  C38 1.091
48 H 1.590 -1.721 -0.731  C39 1.091
49 H -0.117 2.405 -2.150  C40 1.085
50 H -0.778 4.772 -1.879  C41 1.088